{
  "formula": "C6H15N2",
  "method": "the ωB97M-V functional and the def2-TZVPD basis",
  "species": ["C", "C", "C", "C", "H", "H", "H", "H", "H", "H", "H", "H", "C", "N", "C", "N", "H", "H", "H", "H", "H", "H", "H"],
  "positions_angstrom": [[1.79082, 1.08583, -0.69667], [1.10028, 1.28486, 0.45041], [-0.25798, 1.57111, 0.48854], [-0.97331, 1.86010, 1.71969], [1.38106, 1.31155, -1.67091], [2.83491, 0.81068, -0.63264], [-0.42586, -0.83544, 0.65435], [1.63734, 1.22641, 1.38819], [-0.79639, 1.68035, -0.44571], [-0.33337, 1.76683, 2.59235], [-1.36750, 2.88030, 1.66603], [-1.83657, 1.20254, 1.83474], [-1.38961, -0.89568, -1.74920], [-0.07920, -1.39274, -1.34392], [-0.08559, -1.73795, 0.06769], [1.21876, -2.19526, 0.49133], [-1.37987, -0.62905, -2.80156], [-1.73478, -0.03600, -1.15047], [-2.11845, -1.69329, -1.62153], [0.59079, -0.62456, -1.44447], [-0.82266, -2.52204, 0.23205], [1.86770, -1.42604, 0.60115], [1.17949, -2.69252, 1.37054]],
  "lowdin_charge": [0.174, -0.143, -0.026, -0.031, 0.108, 0.110, 0.099, 0.135, 0.125, 0.101, 0.125, 0.117, -0.106, -0.078, -0.329, 0.047, 0.091, 0.060, 0.094, 0.055, 0.135, 0.052, 0.084],
  "de_lowest_kcal_mol": 95.2,
  "charge": 1,
  "lumo_ev": -6.9
}



{
  "formula": "C28H35AlFIN5NaO7S3",
  "method": "the ωB97M-V functional and the def2-TZVPD basis",
  "species": ["C", "C", "C", "C", "N", "C", "C", "C", "O", "C", "C", "C", "C", "C", "N", "N", "C", "S", "C", "C", "C", "N", "C", "C", "C", "C", "C", "I", "C", "S", "H", "H", "H", "H", "H", "H", "H", "H", "H", "H", "H", "H", "H", "H", "H", "H", "H", "H", "H", "H", "H", "H", "H", "H", "H", "Al", "C", "C", "C", "C", "N", "H", "H", "H", "H", "H", "H", "H", "C", "C", "O", "O", "H", "H", "H", "F", "O", "S", "O", "O", "O", "Na"],
  "positions_angstrom": [[5.83305, -0.18062, 0.39930], [4.57718, -0.70412, -0.33515], [3.98572, 0.44189, -1.14972], [2.69907, -0.07028, -1.81117], [1.57805, 0.46791, -1.01709], [0.99599, 1.64180, -1.52798], [1.58317, 2.86782, -1.30964], [1.05231, 4.02002, -1.81766], [1.65747, 5.22495, -1.63663], [1.41335, 5.82270, -0.35313], [-0.04032, 6.11417, -0.08811], [-0.11782, 3.97908, -2.53990], [-0.72767, 2.77394, -2.76370], [-0.20487, 1.58672, -2.27903], [-0.81931, 0.29016, -2.53335], [-0.50297, -0.05013, -3.96057], [-0.59451, -1.21994, -4.27128], [-0.82414, -2.66246, -4.78159], [-2.26781, 0.34222, -2.44354], [-2.93510, -0.71118, -1.81588], [-4.30721, -0.76027, -1.73370], [-4.88815, -1.88750, -1.11766], [-5.32940, -1.75698, 0.06637], [-5.73239, -3.01438, 0.77432], [-5.52501, -0.45751, 0.79396], [-5.01622, 0.26960, -2.29632], [-4.39369, 1.33669, -2.89277], [-5.60277, 2.83511, -3.68501], [-3.02217, 1.37937, -2.96779], [-2.21271, 2.74322, -3.72427], [6.58980, -0.95059, 0.48982], [6.24695, 0.68973, -0.09404], [5.55356, 0.11218, 1.40499], [3.87451, -1.01735, 0.41976], [4.87416, -1.52911, -0.97184], [3.67881, 1.23140, -0.47501], [4.74486, 0.81244, -1.83121], [2.64052, 0.13102, -2.88176], [2.71576, -1.13652, -1.64649], [0.83570, -0.18353, -0.88783], [2.48572, 2.91717, -0.72646], [1.98205, 6.74142, -0.34676], [1.84788, 5.17915, 0.41072], [-0.41362, 6.76703, -0.87040], [-0.13593, 6.61919, 0.86548], [-0.63436, 5.21048, -0.06513], [-0.54097, 4.88367, -2.93848], [-2.32807, -1.52251, -1.38230], [-4.95220, -3.75693, 0.72415], [-6.61764, -3.38528, 0.26612], [-6.03789, -2.82315, 1.79205], [-4.61027, 0.10736, 0.92739], [-6.20280, 0.16034, 0.21428], [-6.02898, -0.64114, 1.72881], [-6.08766, 0.23804, -2.27290], [-0.69839, -2.28752, -0.85293], [3.79296, -3.44412, 2.93983], [2.29859, -3.53710, 3.21916], [1.49249, -4.01298, 2.00986], [1.65173, -3.07750, 0.91127], [1.86364, -2.35904, 0.03896], [4.00860, -2.71832, 2.15218], [4.31998, -3.11953, 3.83322], [4.20095, -4.41186, 2.63400], [1.92741, -2.56098, 3.52610], [2.13425, -4.22360, 4.05189], [0.43338, -4.06796, 2.25966], [1.82071, -5.00356, 1.68517], [6.46630, -1.70480, 6.55532], [4.98896, -2.06648, 6.34253], [4.52673, -2.99541, 7.00278], [4.37094, -1.33886, 5.48613], [6.92171, -2.35965, 7.29362], [7.00982, -1.79982, 5.61481], [6.55635, -0.67185, 6.89877], [0.38519, -1.26485, 1.87506], [-9.58891, 2.12314, -4.15113], [-9.47275, 0.71714, -3.76929], [-8.18881, 0.52930, -3.08945], [-9.54557, -0.13173, -4.95726], [-10.57306, 0.34287, -2.88225], [3.10580, -0.07147, 6.33771]],
  "lowdin_charge": [-0.102, -0.263, -0.197, -0.196, 0.033, -0.172, 0.075, -0.300, -0.052, -0.227, -0.068, -0.035, -0.426, -0.160, -0.031, 0.107, -0.798, 0.779, -0.224, -0.025, -0.266, 0.149, -0.359, -0.024, -0.002, -0.096, -0.690, 1.061, -0.513, 1.028, 0.062, 0.059, 0.066, 0.072, 0.108, 0.093, 0.109, 0.117, 0.062, 0.011, 0.127, 0.119, 0.118, 0.083, 0.079, 0.074, 0.123, -0.139, 0.080, 0.091, 0.070, 0.097, 0.084, 0.073, 0.075, 1.040, -0.086, -0.240, -0.177, -0.299, 0.117, 0.063, 0.051, 0.078, 0.099, 0.114, 0.118, 0.123, -0.023, -0.769, -0.011, -0.205, 0.068, 0.073, 0.063, -0.639, -0.132, 0.273, -0.189, -0.104, -0.118, 0.797],
  "lumo_ev": -6.3
}



{
  "formula": "C4H16N8O4",
  "method": "the ωB97M-V functional and the def2-TZVPD basis",
  "species": ["C", "O", "N", "N", "H", "H", "H", "H", "C", "O", "N", "N", "H", "H", "H", "H", "C", "O", "N", "N", "H", "H", "H", "H", "C", "O", "N", "N", "H", "H", "H", "H"],
  "positions_angstrom": [[9.07805, 16.34036, -6.25876], [10.26684, 16.40759, -5.93522], [8.24222, 15.58587, -5.62325], [8.48821, 17.00685, -7.24520], [8.48327, 15.12875, -4.75547], [7.35554, 15.35714, -6.04940], [9.00310, 17.80237, -7.59471], [7.49915, 17.20473, -7.19317], [7.31244, 16.51457, -11.17901], [8.10795, 17.33222, -10.96867], [7.03519, 15.58313, -10.36438], [6.69608, 16.44919, -12.27937], [7.26955, 15.60371, -9.38216], [6.60765, 14.74862, -10.73978], [6.50347, 17.30908, -12.77292], [5.93966, 15.78157, -12.23232], [5.34866, 16.58275, -7.48068], [5.74499, 15.52696, -6.95962], [4.71387, 17.51480, -6.79863], [5.50276, 17.02851, -8.69822], [4.61174, 17.19216, -5.84701], [4.17368, 18.30473, -7.12162], [4.87855, 17.77091, -8.97984], [5.93955, 16.58312, -9.49254], [3.10120, 17.00442, -3.40631], [3.66542, 16.31654, -2.63436], [2.62680, 16.56560, -4.48484], [2.79973, 18.26168, -3.20942], [2.14668, 17.32676, -4.94333], [2.23690, 15.63391, -4.49088], [2.90714, 18.58783, -2.25958], [2.24111, 18.76381, -3.88462]],
  "lowdin_charge": [-0.756, 0.007, 0.167, 0.168, 0.124, 0.057, 0.118, 0.066, -0.923, 0.118, 0.156, 0.187, 0.117, 0.139, 0.134, 0.113, -0.732, 0.007, 0.161, 0.174, 0.096, 0.116, 0.120, 0.046, -0.875, 0.091, 0.165, 0.166, 0.104, 0.143, 0.125, 0.104],
  "de_lowest_kcal_mol": 91.3,
  "lumo_ev": -0.1
}



{
  "formula": "C13H13Cl3N4OPtSi",
  "method": "the ωB97M-V functional and the def2-TZVPD basis",
  "species": ["Pt", "O", "C", "C", "C", "C", "C", "C", "C", "N", "C", "C", "N", "H", "H", "H", "H", "H", "H", "H", "C", "C", "N", "C", "C", "N", "H", "H", "H", "H", "H", "H", "Cl", "Si", "Cl", "Cl"],
  "positions_angstrom": [[1.07478, -0.53997, -0.27221], [-0.36139, -1.91668, -0.89847], [-1.48096, -2.16905, -0.27836], [-2.06770, -3.43779, -0.49686], [-3.23333, -3.81434, 0.11944], [-3.88597, -2.94294, 0.99493], [-3.34684, -1.69793, 1.21145], [-2.16432, -1.27267, 0.58494], [-1.70652, 0.09187, 0.81239], [-0.56319, 0.64495, 0.42732], [-0.55081, 1.94800, 0.86238], [-1.71637, 2.20860, 1.49778], [-2.43128, 1.03470, 1.46340], [-1.54159, -4.10897, -1.16183], [-3.64176, -4.79989, -0.06506], [-4.79283, -3.24219, 1.50110], [-3.85665, -1.04222, 1.90731], [0.29576, 2.58819, 0.68810], [-2.09729, 3.09624, 1.96726], [-3.34980, 0.89505, 1.84231], [1.64070, 1.22010, -3.24242], [2.40260, 1.68099, -2.05357], [2.38407, 1.12992, -0.85470], [3.22950, 1.86553, -0.05358], [3.76944, 2.87156, -0.78300], [3.23701, 2.74182, -2.04670], [0.99173, 0.39533, -2.95030], [2.31125, 0.86765, -4.02708], [1.01959, 2.01847, -3.64985], [3.39285, 1.60583, 0.97749], [4.47040, 3.64569, -0.53199], [3.43826, 3.32594, -2.83933], [4.11582, -1.24303, 1.79645], [2.02662, -1.09664, 1.74576], [1.36032, -2.88082, 2.57399], [1.62790, 0.32870, 3.23152]],
  "mulliken_spin": [1.283, 0.097, 0.036, 0.010, -0.007, 0.016, -0.007, -0.015, 0.011, 0.105, -0.011, 0.016, 0.003, 0.000, -0.001, 0.001, 0.000, 0.000, 0.001, 0.001, 0.002, 0.018, 0.064, -0.009, -0.004, 0.001, -0.002, 0.000, 0.001, -0.003, 0.001, 0.002, 0.033, 0.312, 0.031, 0.015],
  "de_lowest_kcal_mol": 0.0,
  "multiplicity": 3,
  "lumo_ev": [0.2, -0.5]
}



{
  "formula": "C20H35Cl2IN3RbS2Sb",
  "method": "the ωB97M-V functional and the def2-TZVPD basis",
  "species": ["Rb", "Cl", "C", "Cl", "H", "H", "I", "C", "C", "C", "C", "N", "C", "H", "H", "H", "H", "C", "C", "C", "C", "N", "C", "S", "N", "C", "H", "H", "H", "H", "H", "H", "H", "H", "C", "S", "C", "H", "H", "H", "H", "H", "H", "C", "C", "Sb", "C", "C", "C", "C", "H", "H", "H", "H", "H", "H", "H", "H", "H", "H", "H", "H", "H", "H", "H"],
  "positions_angstrom": [[9.69345, 15.17706, 8.25476], [10.52368, 15.01993, 12.30610], [12.24368, 15.14925, 11.78284], [12.72671, 14.08996, 10.47026], [12.88736, 14.77016, 12.58080], [12.33892, 16.17243, 11.40961], [8.88704, 20.34262, 12.74919], [9.36650, 19.80590, 10.78392], [9.31902, 20.75687, 9.71838], [9.73153, 20.30467, 8.45887], [9.93580, 18.94894, 8.25500], [9.75941, 18.01824, 9.22569], [9.44024, 18.46373, 10.44754], [8.86665, 21.71684, 9.84920], [9.79284, 21.03599, 7.60606], [10.21406, 18.48672, 7.24542], [9.49429, 17.71552, 11.20402], [10.44064, 10.02783, 4.91299], [9.49352, 11.14767, 5.36970], [8.38793, 10.95545, 6.21547], [7.65483, 12.08709, 6.57588], [8.06840, 13.35925, 6.18124], [9.09065, 13.57082, 5.41780], [9.64344, 15.08594, 4.77685], [9.78657, 12.43594, 5.00893], [6.42518, 12.01844, 7.47051], [10.52513, 10.02841, 3.76165], [10.00995, 9.07308, 5.15802], [11.47796, 10.10814, 5.34935], [7.95929, 10.01987, 6.51970], [10.60434, 12.60667, 4.45290], [6.59920, 11.27804, 8.26750], [5.56128, 11.68560, 6.85414], [6.20022, 12.97765, 7.90863], [5.88137, 16.18778, 11.09640], [6.60206, 15.06592, 9.90926], [6.01745, 15.84967, 8.35128], [4.82357, 16.02659, 11.31283], [5.97046, 17.23563, 10.73969], [6.34980, 16.10802, 12.04089], [4.92775, 15.83810, 8.24854], [6.45330, 15.41736, 7.40475], [6.41415, 16.89144, 8.44915], [9.06844, 6.72980, 9.22437], [8.90838, 7.49572, 10.56779], [9.59377, 9.58154, 10.53201], [11.65292, 9.37009, 11.31346], [11.94557, 10.06367, 12.64812], [8.49633, 10.34860, 12.25498], [7.78950, 9.27195, 13.07966], [9.03003, 5.63550, 9.27550], [10.03868, 6.89185, 8.78078], [8.34712, 7.12813, 8.49090], [9.40955, 7.04680, 11.42266], [7.83834, 7.67127, 10.76214], [12.25223, 9.79125, 10.50266], [11.64062, 8.25890, 11.26348], [11.66281, 11.11147, 12.51981], [13.06664, 10.02065, 12.77320], [11.39770, 9.56991, 13.43810], [7.79940, 11.06246, 11.84512], [9.28850, 10.87591, 12.72745], [6.95791, 8.86156, 12.51418], [7.36417, 9.59767, 13.99322], [8.51545, 8.41881, 13.27681]],
  "lowdin_charge": [0.568, 0.506, -0.973, 0.528, 0.032, 0.030, 0.897, -0.699, -0.095, -0.060, -0.146, -0.034, -0.246, 0.098, 0.132, 0.133, 0.061, 0.000, -0.197, 0.025, -0.231, 0.053, -0.929, 0.497, 0.099, 0.001, 0.122, 0.069, 0.109, 0.119, 0.129, 0.087, 0.111, 0.032, -0.422, 0.665, -0.398, 0.046, 0.052, 0.018, 0.046, 0.036, 0.038, -0.202, -0.454, 1.324, -0.454, -0.188, -0.446, -0.186, 0.068, 0.037, 0.060, 0.039, 0.029, 0.021, 0.037, 0.046, 0.086, 0.063, 0.020, 0.001, 0.056, 0.048, 0.084],
  "de_lowest_kcal_mol": 21.7,
  "charge": 1,
  "lumo_ev": -3.0
}



Number 1: largest force on an atom 0.87 eV/A. Number 2: largest force on an atom 2.82 eV/A. Number 3: largest force on an atom 7.71 eV/A. Number 4: largest force on an atom 0.29 eV/A. Number 5: largest force on an atom 3.92 eV/A.